Molecular formula: C31H40O2
Method: DFT, wB97M-V/def2-TZVPD

* orbital gap: 7.125 eV
* E: -36890.271 eV
* lowest unoccupied orbital energy: -1.2 eV
* SMILES string: CC(C)=CCC/C(C)=C/CC/C(C)=C/CC/C(C)=C/CC1=C(C)C(=O)c2ccccc2C1=O

The geometry in XYZ format:
```
73
Properties=species:S:1:pos:R:3:forces:R:3:lowdin_charge:R:1
O -0.026 -1.568 2.498 -0.4 -0.1 -0.2 0.085
O -3.850 -2.724 -1.077 0.2 0.1 0.2 0.112
C 0.999 0.818 -1.497 -0.1 -0.2 0.1 -0.177
C -4.548 -0.859 0.853 0.0 0.1 -0.1 -0.109
C 2.356 0.263 1.204 -0.1 0.0 0.0 -0.022
C -0.889 -1.830 1.676 0.3 -0.1 0.1 -0.298
C -0.640 -2.786 0.578 0.2 -0.4 -0.4 -0.089
C -3.197 -1.517 0.842 0.0 0.2 0.5 -0.083
C 3.626 -1.604 0.045 0.1 0.0 -0.3 -0.172
C 0.605 -3.397 0.475 -0.1 0.1 0.1 -0.002
C -1.446 1.415 -1.437 0.1 -0.1 0.1 -0.303
C 6.319 2.075 1.444 0.0 -0.2 0.0 -0.070
C 2.605 -0.500 -0.058 0.0 -0.1 0.0 -0.307
C 5.719 1.181 0.399 0.1 0.0 0.1 -0.356
C -2.430 -0.205 2.822 0.1 0.0 0.0 -0.006
C 5.028 -1.119 -0.374 -0.1 -0.1 0.2 -0.180
C -4.349 2.713 -0.693 0.2 -0.1 0.1 -0.157
C -2.227 -1.203 1.728 -0.5 0.1 0.0 -0.119
C -2.916 3.262 -0.521 -0.1 0.0 -0.1 -0.177
C -4.639 1.641 0.325 -0.3 0.1 -0.2 -0.305
C 5.288 1.879 -0.862 0.0 -0.1 0.0 -0.048
C -5.117 2.143 1.654 0.0 -0.2 -0.1 -0.043
C -0.108 -4.555 -1.501 0.0 0.0 0.0 -0.055
C -4.438 0.371 -0.003 -0.2 -0.1 0.1 -0.050
C -1.880 1.563 -2.864 0.0 0.1 0.2 -0.035
C -0.430 0.335 -1.185 0.1 0.3 0.0 -0.154
C -1.631 -3.075 -0.364 0.5 -0.3 -0.1 -0.090
C 2.004 -0.257 -1.219 0.0 0.1 -0.1 -0.085
C -1.354 -3.960 -1.401 -0.1 0.1 0.0 0.001
C 5.596 -0.126 0.591 0.1 0.0 -0.1 -0.110
C -1.895 2.165 -0.437 0.1 0.2 -0.1 -0.079
C -2.973 -2.463 -0.271 0.0 -0.2 -0.2 -0.285
C 0.870 -4.277 -0.559 0.0 0.0 0.0 -0.058
H 1.839 -4.748 -0.631 0.1 0.0 0.0 0.107
H -5.266 -1.542 0.390 0.0 0.0 0.1 0.122
H 4.330 1.502 -1.209 -0.1 0.0 -0.1 0.063
H 7.166 2.622 1.029 0.1 0.1 0.0 0.080
H 0.098 -5.239 -2.311 0.0 -0.1 -0.1 0.107
H 6.024 1.726 -1.652 0.0 0.1 -0.1 0.087
H -6.072 2.654 1.527 -0.1 0.1 0.0 0.086
H 3.341 -2.430 -0.610 0.0 -0.1 0.1 0.100
H 1.060 1.105 -2.549 0.0 0.1 0.0 0.108
H -2.132 -4.168 -2.120 0.0 0.0 0.0 0.119
H 3.671 -1.973 1.071 0.0 -0.1 0.1 0.116
H -1.031 1.436 -3.533 0.0 0.0 -0.1 0.076
H -2.330 2.534 -3.052 -0.1 0.1 -0.1 0.073
H 1.707 -0.322 1.858 0.0 0.0 0.1 0.065
H 1.353 -3.166 1.217 0.1 0.0 0.1 0.115
H -4.870 -0.630 1.866 0.0 0.0 0.0 0.104
H -0.654 -0.539 -1.802 0.0 -0.1 0.0 0.124
H 6.660 1.506 2.305 0.0 0.0 0.1 0.073
H 5.920 -0.551 1.534 0.1 0.0 0.2 0.112
H 5.584 2.807 1.779 0.0 0.1 0.0 0.079
H 5.693 -1.987 -0.412 0.0 0.0 -0.1 0.111
H -2.869 3.860 0.391 0.0 0.1 0.0 0.104
H 5.198 2.949 -0.689 0.0 0.1 0.0 0.075
H -2.699 3.927 -1.361 0.0 0.1 0.1 0.107
H -2.610 0.792 -3.111 -0.1 -0.1 -0.1 0.086
H 1.874 1.218 1.018 -0.1 0.1 0.0 0.076
H -1.522 1.958 0.557 0.1 -0.2 0.1 0.110
H -1.500 -0.080 3.373 -0.1 0.1 0.0 0.082
H 2.228 -0.902 -2.060 0.1 -0.2 -0.1 0.116
H 4.969 -0.694 -1.376 0.0 -0.1 -0.1 0.106
H -0.463 0.027 -0.138 0.0 0.0 0.0 0.099
H 3.293 0.436 1.729 0.0 0.1 0.1 0.075
H 1.200 1.707 -0.896 0.0 0.0 -0.1 0.109
H -4.446 2.298 -1.695 0.0 0.0 0.0 0.108
H -5.057 3.538 -0.591 -0.1 0.0 -0.1 0.114
H -3.202 -0.541 3.514 -0.1 0.0 0.1 0.097
H -4.115 0.148 -1.011 0.0 0.1 -0.2 0.115
H -2.739 0.750 2.406 -0.1 0.1 0.0 0.073
H -5.253 1.345 2.377 0.0 0.0 0.1 0.065
H -4.411 2.867 2.060 0.0 0.1 0.1 0.082
```
Forces are in eV/Å.

Molecular formula: C31H41F8N2O6PS
Method: DFT, wB97M-V/def2-TZVPD

* orbital gap: 8.364 eV
* E: -89940.741 eV
* lowest unoccupied orbital energy: 0.5 eV
* SMILES string: N=[PH2]N1c2ccccc2Sc2cc(O)cc(CCOCC(F)(F)C(F)(F)C(F)(F)C(F)F)c21.CC(C)=O.CC(C)=O.CC(C)=O.CC(C)=O

The geometry in XYZ format:
```
90
Properties=species:S:1:pos:R:3:forces:R:3:lowdin_charge:R:1
S -3.573 -0.137 -3.464 -0.1 0.1 0.0 1.046
P -3.726 -0.010 0.260 0.1 -0.5 0.2 0.701
F 2.321 5.092 2.500 0.0 -0.1 0.0 0.094
F 4.031 0.996 -0.382 -0.1 -0.1 -0.1 0.109
F 2.502 1.199 -1.936 0.0 0.0 0.2 0.140
F 4.119 4.565 0.700 -0.2 -0.2 0.0 0.138
F 0.931 3.576 1.735 0.1 0.1 -0.1 0.090
F 3.837 3.377 -1.407 -0.2 0.0 0.1 0.152
F 3.524 2.713 1.712 -0.1 0.2 0.0 0.148
F 1.685 3.522 -1.039 0.1 -0.1 0.0 0.122
O -0.480 -3.340 3.333 0.1 -0.1 -0.1 0.068
O -5.706 -2.440 -4.526 0.1 -0.1 0.0 0.044
O 1.326 -0.392 -0.355 0.2 -0.1 0.0 -0.094
O 1.851 0.914 3.665 0.0 -0.1 0.1 0.058
O 9.161 -1.213 -0.170 0.0 0.0 0.0 0.068
O -0.826 -4.443 -3.523 0.1 -0.1 0.0 0.028
N -2.354 0.175 -0.741 -0.3 -0.3 -0.1 -0.191
N -3.972 -1.440 0.817 -0.1 0.4 0.0 -0.250
C 2.853 3.000 -0.567 0.0 0.1 0.0 -0.336
C 2.049 2.857 5.012 0.0 -0.1 -0.1 -0.013
C -1.911 -4.236 5.006 0.0 -0.1 -0.1 -0.021
C -2.397 1.375 -1.514 0.2 0.3 -0.1 -0.311
C -1.225 -3.317 -2.829 -0.1 0.3 0.1 -0.304
C -1.072 -1.938 -0.834 -0.2 -0.1 -0.4 -0.142
C -0.939 -3.230 4.443 -0.1 0.1 0.1 -0.491
C 2.766 1.452 -0.632 0.2 0.1 -0.2 -0.394
C 3.122 3.654 0.831 0.3 0.1 -0.1 -0.354
C 1.025 -1.518 0.467 -0.3 0.1 0.0 -0.157
C -1.941 -1.018 -1.433 0.2 -0.2 -0.3 -0.228
C -2.931 1.363 -2.808 0.2 0.4 0.1 -0.460
C -2.551 3.742 -2.985 0.0 -0.3 0.2 -0.083
C 1.754 0.775 0.282 -0.1 0.0 -0.2 -0.101
C -1.947 2.572 -0.963 -0.2 0.1 -0.4 -0.027
C 1.921 4.432 1.386 0.0 0.1 0.2 -0.285
C -6.722 -2.205 -5.133 -0.1 0.1 0.0 -0.504
C -2.062 -2.392 -3.441 0.1 0.2 0.5 -0.024
C 2.797 0.531 5.818 0.0 -0.1 -0.1 -0.021
C -0.484 -1.762 0.536 0.3 0.2 0.0 -0.112
C 9.259 1.026 -0.964 0.1 -0.1 0.0 -0.028
C 7.057 -0.280 -0.780 0.1 -0.1 0.1 -0.027
C 8.554 -0.259 -0.594 0.0 0.1 0.0 -0.508
C -0.577 -2.062 5.327 0.0 0.0 0.0 -0.017
C -2.037 3.757 -1.690 -0.1 -0.3 -0.1 -0.081
C -2.431 -1.256 -2.725 0.3 -0.4 0.2 -0.427
C 2.195 1.383 4.728 0.0 0.0 -0.1 -0.489
C -7.516 -0.944 -4.883 0.1 0.0 0.1 -0.022
C -7.263 -3.150 -6.180 0.1 -0.1 0.0 -0.024
C -2.987 2.546 -3.548 0.1 -0.1 0.4 -0.092
C -0.739 -3.094 -1.550 -0.2 0.3 -0.1 0.048
H 8.867 1.852 -0.369 0.0 0.0 0.0 0.083
H -3.379 2.521 -4.554 0.0 0.0 -0.1 0.101
H -2.603 4.656 -3.557 0.0 0.1 -0.1 0.101
H 0.110 -1.410 4.795 0.1 0.1 0.0 0.068
H 1.398 3.024 5.871 0.1 0.0 0.1 0.089
H -2.853 -3.744 5.256 0.0 0.0 0.0 0.086
H -8.527 -1.196 -4.560 0.0 0.0 0.0 0.085
H 3.795 0.898 6.065 0.0 0.0 0.1 0.087
H -0.954 -0.940 1.069 -0.1 0.1 0.0 0.104
H -6.608 -4.013 -6.268 0.0 0.0 0.0 0.081
H 2.864 -0.502 5.490 0.0 -0.1 0.0 0.080
H 1.512 -2.372 0.001 0.1 -0.1 0.0 0.124
H -1.508 -4.676 5.920 0.0 0.0 0.0 0.084
H 10.326 0.923 -0.787 0.0 0.0 0.0 0.079
H -2.094 -5.018 4.274 0.0 0.0 0.0 0.082
H -1.691 4.681 -1.253 0.0 0.1 0.0 0.098
H 2.186 0.592 6.720 0.0 0.0 0.0 0.086
H -4.770 0.594 -0.468 0.0 0.2 0.0 0.014
H -7.023 -0.352 -4.115 0.0 0.0 0.0 0.072
H -3.407 0.927 1.250 -0.1 0.2 0.0 0.004
H -8.266 -3.480 -5.904 0.0 0.0 0.0 0.084
H -1.536 -5.091 -3.512 -0.1 0.0 -0.1 0.106
H 6.593 0.500 -0.175 0.0 0.0 -0.1 0.073
H -7.592 -0.361 -5.802 -0.1 0.0 0.0 0.086
H 0.924 1.463 0.455 -0.2 0.1 0.0 0.128
H -2.432 -2.559 -4.441 0.0 0.0 -0.1 0.115
H -7.331 -2.643 -7.143 -0.1 0.0 0.0 0.084
H 9.083 1.259 -2.015 0.0 0.0 0.0 0.083
H -0.651 -2.661 1.123 0.0 0.0 0.1 0.100
H 1.626 3.337 4.138 0.0 0.1 0.0 0.053
H -0.114 -2.417 6.250 0.0 0.0 0.0 0.085
H -1.476 -1.504 5.592 0.0 0.0 0.1 0.087
H 2.248 0.585 1.233 0.0 0.0 0.1 0.116
H 6.664 -1.249 -0.485 0.0 0.0 0.0 0.084
H 1.550 5.153 0.663 -0.1 0.0 0.0 0.171
H 3.022 3.300 5.233 0.0 0.0 0.1 0.093
H 1.427 -1.384 1.471 0.1 0.0 0.1 0.122
H 6.806 -0.088 -1.824 0.0 0.1 0.0 0.088
H -0.086 -3.831 -1.106 0.0 -0.1 0.0 0.130
H -1.543 2.562 0.035 0.1 0.0 0.2 0.102
H -4.830 -1.849 0.476 0.1 -0.2 -0.1 -0.034
```
Forces are in eV/Å.

Number 2 is which compound? C31H41F8N2O6PS

Number 1 is which compound? C31H40O2